[1]
A single C5H8O molecule. Source: the Open Molecules 2025 dataset; level of theory: the ωB97M-V functional and the def2-TZVPD basis.

Computed properties:
Spin multiplicity = 1
ΔE to the lowest compared entry with this formula, charge and spin = 46.9 kcal/mol
HOMO-LUMO gap = 0.4075 Eh
HOMO level = -0.36994 Ha
Charge = 0
SMILES string = C#C[C@@H](C)CO
Molecular weight = 84.1 u
E_LUMO = 0.038 Ha

Last column: Löwdin charge in e.
Atoms and positions in Å:
C: -0.546 0.900 -1.311  -0.070
C: -0.387 -0.212 -0.268  -0.376
C: 1.007 -0.855 -0.366  -0.260
O: 1.245 -1.820 0.627  -0.057
C: -0.597 0.299 1.096  -0.121
C: -0.725 0.701 2.226  0.128
H: 0.169 1.708 -1.120  0.085
H: -1.554 1.322 -1.289  0.082
H: -0.358 0.505 -2.315  0.081
H: -1.131 -0.998 -0.452  0.147
H: 1.090 -1.373 -1.327  0.126
H: 1.765 -0.056 -0.346  0.127
H: 1.127 -1.383 1.482  0.078
H: -0.865 1.069 3.219  0.028

[2]
A molecular structure, C5H8O in a non-equilibrium geometry. Source: the Open Molecules 2025 dataset; level of theory: the ωB97M-V functional and the def2-TZVPD basis.

Computed properties:
Spin multiplicity = 1
ΔE to the lowest compared entry with this formula, charge and spin = 94.6 kcal/mol
HOMO-LUMO gap = 0.3773 Eh
HOMO level = -0.34762 Ha
Charge = 0
Molecular weight = 84.1 u
E_LUMO = 0.030 Ha

Last column: Löwdin charge in e.
Atoms and positions in Å:
O: -2.102 0.486 -0.224  -0.016
C: -1.155 -0.531 -0.242  -0.439
C: 0.178 -0.640 -0.816  -0.144
C: 1.055 0.533 -0.402  -0.124
C: 0.764 0.230 1.094  -0.124
C: -0.117 -0.945 0.691  -0.144
H: -2.517 -0.444 -0.499  0.119
H: -1.754 -1.502 -0.556  0.178
H: 0.338 -1.313 -1.651  0.131
H: 0.735 1.512 -0.773  0.109
H: 2.102 0.370 -0.666  0.107
H: 1.653 -0.097 1.636  0.107
H: 0.261 1.019 1.663  0.109
H: -0.221 -1.893 1.208  0.131

[3]
A molecular structure, C5H8O. Source: the Open Molecules 2025 dataset; level of theory: the ωB97M-V functional and the def2-TZVPD basis.

Computed properties:
Spin multiplicity = 1
ΔE to the lowest compared entry with this formula, charge and spin = 114.9 kcal/mol
HOMO-LUMO gap = 0.3410 Eh
HOMO level = -0.30382 Ha
Charge = 0
Molecular weight = 84.1 u
E_LUMO = 0.037 Ha

Last column: Löwdin charge in e.
Atoms and positions in Å:
C: 1.182 0.404 -0.836  -0.082
C: 0.611 0.321 0.546  -0.250
C: -0.783 0.874 0.794  -0.161
O: -1.564 0.431 -0.311  -0.187
C: -1.486 -0.904 -0.510  -0.051
C: 0.600 -0.884 -0.334  -0.148
H: 0.602 0.943 -1.583  0.117
H: 2.259 0.476 -0.955  0.105
H: 1.290 0.319 1.395  0.141
H: -0.834 1.966 0.819  0.128
H: -1.184 0.465 1.734  0.126
H: -0.391 -1.189 -1.091  0.067
H: -1.491 -1.451 0.451  0.068
H: 1.190 -1.770 -0.119  0.126

[4]
3 unconnected molecules or ions with the total composition C5H8O in a non-equilibrium geometry. Source: the Open Molecules 2025 dataset; level of theory: the ωB97M-V functional and the def2-TZVPD basis.

Computed properties:
Spin multiplicity = 1
ΔE to the lowest compared entry with this formula, charge and spin = 95.3 kcal/mol
HOMO-LUMO gap = 0.3833 Eh
HOMO level = -0.34601 Ha
Charge = 0
Molecular weight = 84.1 u
E_LUMO = 0.037 Ha

Last column: Löwdin charge in e.
Atoms and positions in Å:
C: -1.116 -0.908 -0.545  -0.102
C: -0.694 0.525 -0.863  -0.325
C: -0.295 1.543 0.166  -0.050
C: 0.658 1.124 -0.598  -0.086
C: 2.038 -1.094 0.525  -0.002
O: 2.453 -1.556 -0.430  0.053
H: -0.677 -1.291 0.383  0.043
H: -2.207 -0.962 -0.438  0.069
H: -0.844 -1.593 -1.360  0.071
H: -1.214 0.903 -1.749  0.107
H: 0.185 0.177 2.600  0.044
H: -0.629 2.239 0.924  0.095
H: 1.680 1.223 -0.940  0.093
H: 0.723 -0.275 2.352  -0.011

[5]
A single C5H8O molecule in a non-equilibrium geometry. Source: the Open Molecules 2025 dataset; level of theory: the ωB97M-V functional and the def2-TZVPD basis.

Computed properties:
Spin multiplicity = 1
ΔE to the lowest compared entry with this formula, charge and spin = 97.3 kcal/mol
HOMO-LUMO gap (spin up / spin down) = 0.3027 / 0.2345 Eh
HOMO level (spin up / spin down) = -0.27322 / -0.24181 Ha
Charge = 0
Molecular weight = 84.1 u
E_LUMO (spin up / spin down) = 0.029 / -0.007 Ha

Last column: Löwdin charge in e.
Atoms and positions in Å:
O: -2.721 -0.292 -0.367  0.009
C: -1.404 -0.093 -0.504  -0.217
C: 1.149 1.691 -0.049  0.017
C: 1.662 0.433 0.118  -0.205
C: 1.018 -0.814 0.111  -0.105
C: -0.432 -0.988 0.113  -0.230
H: -2.890 -1.199 -0.065  0.106
H: -1.181 0.856 -0.964  0.088
H: 1.784 2.557 0.113  0.048
H: 0.115 1.913 -0.276  0.022
H: 2.736 0.386 0.309  0.093
H: 1.601 -1.712 0.287  0.096
H: -0.740 -2.040 0.011  0.123
H: -0.697 -0.700 1.164  0.155

[6]
A single C5H8O molecule. Source: the Open Molecules 2025 dataset; level of theory: the ωB97M-V functional and the def2-TZVPD basis.

Computed properties:
Spin multiplicity = 1
ΔE to the lowest compared entry with this formula, charge and spin = 96.5 kcal/mol
HOMO-LUMO gap = 0.3160 Eh
HOMO level = -0.30586 Ha
Charge = 0
Molecular weight = 84.1 u
E_LUMO = 0.010 Ha

Last column: Löwdin charge in e.
Atoms and positions in Å:
C: -1.899 0.311 0.504  -0.155
C: -0.479 0.698 0.487  -0.019
C: 0.508 -0.369 0.845  -0.252
C: 1.559 -0.236 -0.281  -0.164
C: 0.781 0.209 -1.509  -0.284
O: -0.230 -0.370 -1.854  0.033
H: -2.251 0.799 1.430  0.098
H: -2.149 -0.760 0.545  0.076
H: -2.452 0.804 -0.305  0.082
H: 0.962 -0.079 1.803  0.121
H: 0.123 -1.398 0.941  0.108
H: 2.326 0.501 -0.029  0.110
H: 2.047 -1.194 -0.502  0.120
H: 1.152 1.084 -2.074  0.126

[7]
A molecular structure, C5H8O in a non-equilibrium geometry. Source: the Open Molecules 2025 dataset; level of theory: the ωB97M-V functional and the def2-TZVPD basis.

Computed properties:
Spin multiplicity = 1
ΔE to the lowest compared entry with this formula, charge and spin = 153.0 kcal/mol
HOMO-LUMO gap (spin up / spin down) = 0.3211 / 0.3211 Eh
HOMO level (spin up / spin down) = -0.32524 / -0.32522 Ha
Charge = 0
Molecular weight = 84.1 u
E_LUMO (spin up / spin down) = -0.004 / -0.004 Ha

Last column: Löwdin charge in e.
Atoms and positions in Å:
C: -1.073 -1.004 0.822  0.017
C: -0.298 -0.666 -0.221  -0.287
C: -0.509 0.521 -1.190  -0.116
C: 0.709 1.343 -0.879  -0.267
O: 0.662 1.672 0.536  0.021
C: 1.266 0.538 0.191  -0.058
H: 1.077 -1.202 1.992  0.048
H: -1.274 -1.992 1.200  0.065
H: -1.675 -0.240 1.260  0.067
H: 0.246 -1.488 -0.634  0.110
H: -1.443 1.039 -0.974  0.120
H: -0.523 0.165 -2.223  0.122
H: 1.242 2.027 -1.521  0.135
H: 1.593 -0.711 1.643  0.022

[8]
2 unconnected molecules or ions with the total composition C5H8O. Source: the Open Molecules 2025 dataset; level of theory: the ωB97M-V functional and the def2-TZVPD basis.

Computed properties:
Spin multiplicity = 1
ΔE to the lowest compared entry with this formula, charge and spin = 92.6 kcal/mol
HOMO-LUMO gap = 0.3919 Eh
HOMO level = -0.35215 Ha
Charge = 0
SMILES string = O=CCC1C=C1.[H][H]
Molecular weight = 84.1 u
E_LUMO = 0.040 Ha

Last column: Löwdin charge in e.
Atoms and positions in Å:
O: -1.379 1.838 -0.071  0.014
C: -1.264 0.790 0.520  -0.284
C: -1.062 -0.554 -0.131  -0.152
C: 0.324 -1.129 0.172  -0.276
C: 1.568 -0.302 0.035  -0.023
C: 1.211 -0.570 1.248  -0.019
H: 0.185 1.752 -1.807  0.030
H: -1.295 0.769 1.632  0.127
H: -1.223 -0.456 -1.210  0.112
H: -1.828 -1.234 0.270  0.117
H: 0.385 -2.199 -0.051  0.114
H: 0.755 1.598 -2.263  0.049
H: 2.248 0.171 -0.658  0.092
H: 1.375 -0.474 2.312  0.100

[9]
2 unconnected molecules or ions with the total composition C5H8O. Source: the Open Molecules 2025 dataset; level of theory: the ωB97M-V functional and the def2-TZVPD basis.

Computed properties:
Spin multiplicity = 1
ΔE to the lowest compared entry with this formula, charge and spin = 36.8 kcal/mol
HOMO-LUMO gap = 0.3939 Eh
HOMO level = -0.35180 Ha
Charge = 0
SMILES string = O=C1CC=CC1.[H][H]
Molecular weight = 84.1 u
E_LUMO = 0.042 Ha

Last column: Löwdin charge in e.
Atoms and positions in Å:
O: -0.629 2.434 -0.396  0.086
C: -0.360 1.316 -0.033  -0.384
C: -1.372 0.213 0.287  -0.111
C: -0.503 -0.929 0.740  -0.124
C: 0.796 -0.635 0.681  -0.141
C: 1.050 0.763 0.189  -0.120
H: -2.084 0.562 1.044  0.124
H: -1.959 -0.017 -0.613  0.122
H: -0.906 -1.890 1.045  0.104
H: 0.211 -1.309 -1.970  0.047
H: 0.950 -1.375 -2.042  0.053
H: 1.599 -1.329 0.914  0.105
H: 1.591 1.390 0.907  0.124
H: 1.615 0.805 -0.753  0.114

[10]
A single C5H8O molecule. Source: the Open Molecules 2025 dataset; level of theory: the ωB97M-V functional and the def2-TZVPD basis.

Computed properties:
Spin multiplicity = 1
ΔE to the lowest compared entry with this formula, charge and spin = 30.8 kcal/mol
HOMO-LUMO gap = 0.3812 Eh
HOMO level = -0.34089 Ha
Charge = 0
SMILES string = C[C@@H]1C=CCO1
Molecular weight = 84.1 u
E_LUMO = 0.040 Ha

Last column: Löwdin charge in e.
Atoms and positions in Å:
C: -1.324 0.268 -0.815  -0.043
C: -0.577 -0.816 -0.043  -0.377
O: 0.646 -1.076 -0.727  -0.109
C: 1.511 -0.027 -0.338  -0.209
C: 1.110 0.264 1.092  -0.052
C: -0.132 -0.175 1.254  -0.053
H: -0.597 1.089 -0.927  0.073
H: -1.621 -0.048 -1.818  0.084
H: -2.184 0.641 -0.249  0.085
H: -1.107 -1.771 0.065  0.147
H: 2.546 -0.305 -0.554  0.123
H: 1.262 0.893 -0.920  0.115
H: 1.684 0.891 1.764  0.104
H: -0.825 0.055 2.056  0.112

[11]
A single C5H8O molecule. Source: the Open Molecules 2025 dataset; level of theory: the ωB97M-V functional and the def2-TZVPD basis.

Computed properties:
Spin multiplicity = 1
ΔE to the lowest compared entry with this formula, charge and spin = 50.0 kcal/mol
HOMO-LUMO gap = 0.4076 Eh
HOMO level = -0.36932 Ha
Charge = 0
SMILES string = C#C[C@@H](C)CO
Molecular weight = 84.1 u
E_LUMO = 0.038 Ha

Last column: Löwdin charge in e.
Atoms and positions in Å:
C: -0.545 -1.596 0.034  -0.070
C: -0.363 -0.160 -0.481  -0.357
C: -0.875 0.933 0.491  -0.245
O: -0.303 2.188 0.217  -0.069
C: 1.079 0.078 -0.610  -0.129
C: 2.254 0.308 -0.478  0.134
H: 0.015 -1.726 0.967  0.085
H: -0.140 -2.306 -0.693  0.082
H: -1.593 -1.850 0.216  0.080
H: -0.871 -0.042 -1.446  0.144
H: -1.956 1.065 0.393  0.125
H: -0.662 0.611 1.524  0.125
H: 0.658 2.051 0.219  0.062
H: 3.303 0.445 -0.353  0.033

[12]
2 unconnected molecules or ions with the total composition C5H8O in a non-equilibrium geometry. Source: the Open Molecules 2025 dataset; level of theory: the ωB97M-V functional and the def2-TZVPD basis.

Computed properties:
Spin multiplicity = 1
ΔE to the lowest compared entry with this formula, charge and spin = 87.7 kcal/mol
HOMO-LUMO gap = 0.3224 Eh
HOMO level = -0.29406 Ha
Charge = 0
Molecular weight = 84.1 u
E_LUMO = 0.028 Ha

Last column: Löwdin charge in e.
Atoms and positions in Å:
C: -1.824 0.525 -0.131  -0.049
C: -0.443 -0.032 -0.189  -0.282
C: 0.644 0.603 -0.632  -0.134
C: 1.829 0.035 -0.025  -0.200
O: 1.433 -1.204 0.492  -0.092
C: -0.006 -1.331 0.434  -0.127
H: -2.523 0.026 -0.808  0.078
H: -1.783 1.587 -0.387  0.079
H: -2.227 0.445 0.888  0.084
H: 0.743 1.600 -1.030  0.102
H: 2.004 1.580 0.536  0.183
H: 2.840 -0.098 -0.397  0.099
H: -0.386 -1.542 1.444  0.125
H: -0.299 -2.194 -0.195  0.133